DFT (ωB97M-V/def2-TZVPD) results for one molecule with the formula C4H8N2O in a non-equilibrium geometry.

Results
HOMO: -8.304 eV
total charge: 0
DFT total energy: -341.85593 Ha
Kohn-Sham gap: 8.81 eV
energy relative to the best compared isomer or geometry (same formula, charge and spin): 4.0195 eV
E_LUMO: 0.018 Eh

Each line ends with the Mulliken charge.
Positions of all 15 atoms, in Å:
C -1.428 -1.014 -0.180  -1.042
C 0.256 0.350 0.950  -0.581
C -1.059 0.372 -0.814  -0.539
N -0.373 1.232 0.165  -0.108
C 1.322 -0.417 0.233  0.842
O 1.450 -1.600 -0.046  -0.644
N 2.343 0.488 0.158  -0.356
H -2.183 -0.902 0.610  0.298
H -1.846 -1.555 -1.020  0.358
H -0.632 -1.670 0.214  0.369
H -0.440 0.281 -1.714  0.255
H -2.015 0.834 -1.053  0.402
H -0.989 1.871 0.662  0.299
H 2.137 1.472 0.186  0.213
H 3.264 0.162 -0.067  0.235